1.
ORCA calculation (ωB97M-V with the def2-TZVPD basis set) on a 12-piece molecular cluster, C21H66O18 overall at a distorted geometry.

## Properties
Lowest unoccupied orbital energy = 0.0108 Ha
Energy above the lowest of the compared OMol25 structures with the same formula, charge and spin = 33.1 kcal per mole
Kohn-Sham gap = 8.95 eV
Maximum force = 2.29 eV/A
Total charge = 0
SMILES = OCCO.OCCO.OCCO.OCCO.OCCO.OCCO.CCO.CCO.CCO.CO.CO.CO

```
105
Properties=species:S:1:pos:R:3:forces:R:3
C 0.569 -0.082 -0.246 -0.76 -0.54 0.15
O 0.611 -1.430 0.196 0.83 -0.07 0.03
H 1.532 0.387 -0.064 -0.04 -0.04 0.00
H 0.338 -0.044 -1.317 0.11 0.20 0.02
H -0.214 0.438 0.312 0.21 0.33 -0.13
H -0.253 -1.846 0.095 -0.21 0.05 0.14
C -2.242 -2.781 -1.211 0.20 -1.19 -0.31
O -1.941 -2.629 0.176 0.02 -0.25 -0.65
H -1.430 -2.396 -1.822 -0.11 0.47 0.12
H -2.262 -3.853 -1.444 -0.08 0.02 0.01
H -3.207 -2.378 -1.514 0.14 0.36 0.14
H -2.616 -3.155 0.648 0.02 -0.07 0.05
C 1.682 -3.934 -1.338 1.03 -0.96 -0.19
O 2.289 -5.025 -2.079 -0.50 0.47 0.18
H 0.722 -4.237 -0.919 -0.23 0.27 -0.26
H 2.348 -3.747 -0.498 -0.02 0.24 -0.05
H 1.663 -3.068 -1.996 -0.41 0.29 0.34
H 1.914 -4.959 -2.962 0.13 -0.28 -0.03
C 0.790 4.288 -1.976 1.03 -0.70 -0.35
C -0.109 3.047 -1.927 -0.12 1.37 0.30
O -1.449 3.466 -2.163 1.87 1.13 -0.69
O 0.688 5.122 -0.837 -0.42 0.32 0.25
H 0.556 4.939 -2.817 -0.45 -0.24 -0.08
H 1.820 3.959 -2.176 0.05 0.06 0.38
H -0.037 2.562 -0.949 0.15 0.03 0.10
H 0.209 2.315 -2.672 -0.23 0.15 -0.26
H -1.823 3.803 -1.330 0.35 0.85 0.03
H 1.260 4.844 -0.121 0.14 -0.25 -0.15
C -2.428 3.318 1.035 -0.15 0.49 0.71
C -3.732 3.047 1.784 0.40 0.04 -0.54
O -4.130 4.185 2.535 -0.12 0.05 -0.16
O -2.605 4.509 0.249 0.02 -0.18 -0.42
H -2.167 2.494 0.368 0.03 0.13 0.28
H -1.622 3.473 1.751 0.09 -0.05 -0.07
H -3.580 2.235 2.494 -0.13 -0.17 -0.11
H -4.464 2.797 1.010 -0.14 -0.15 0.43
H -4.468 4.810 1.883 0.11 0.06 0.18
H -2.022 5.204 0.561 0.10 -0.08 0.05
C -1.053 -0.286 -3.891 -0.61 0.51 -0.55
C 0.445 -0.422 -4.107 -0.09 -0.31 -0.30
O 0.675 -0.938 -5.431 0.08 0.12 0.23
O -1.792 -1.474 -4.208 1.08 -0.01 0.42
H -1.422 0.490 -4.575 0.19 0.09 0.00
H -1.322 0.080 -2.895 0.23 -0.37 0.01
H 0.933 -1.138 -3.435 -0.24 0.17 0.20
H 0.923 0.554 -3.995 -0.02 -0.06 0.16
H 1.047 -0.233 -5.965 -0.08 -0.04 -0.15
H -1.138 -2.009 -4.682 -0.49 -0.11 -0.19
C -3.296 -1.943 2.921 0.69 0.55 -0.77
C -4.490 -2.729 2.440 -0.50 -0.07 0.75
O -4.152 -3.669 1.416 0.12 0.25 -0.20
O -2.804 -0.984 1.984 -0.56 0.48 0.48
H -2.444 -2.580 3.183 -0.37 -0.30 0.44
H -3.622 -1.346 3.773 0.11 -0.26 0.21
H -5.279 -2.032 2.141 0.19 0.00 -0.41
H -4.915 -3.285 3.285 0.19 -0.02 0.07
H -4.926 -3.810 0.863 0.04 -0.06 -0.02
H -2.382 -1.424 1.230 -0.11 0.01 0.06
C 2.110 1.090 2.906 -0.23 0.17 0.79
C 0.833 1.915 2.818 0.21 0.31 -0.38
O 0.666 2.566 1.557 0.03 -0.13 -0.27
O 3.241 1.899 3.254 -0.11 -0.07 -0.40
H 2.336 0.557 1.984 -0.18 0.32 -0.07
H 1.994 0.316 3.672 -0.17 0.02 -0.05
H 0.835 2.711 3.571 0.02 -0.36 0.37
H -0.044 1.282 2.961 -0.01 0.01 -0.10
H 1.368 3.213 1.440 0.12 -0.10 0.21
H 3.228 1.995 4.210 0.11 0.12 0.00
C 1.452 -3.611 2.793 0.21 0.04 -0.80
C 0.472 -2.670 3.456 0.70 -0.24 0.28
O -0.127 -3.221 4.619 -0.60 -0.11 -0.24
O 2.686 -3.758 3.497 -0.60 -0.37 0.27
H 1.653 -3.210 1.789 -0.02 0.14 0.07
H 0.983 -4.587 2.620 -0.13 0.05 0.31
H -0.252 -2.452 2.670 -0.47 -0.04 0.41
H 0.919 -1.717 3.749 0.31 0.05 -0.36
H 0.527 -3.240 5.322 0.13 -0.03 -0.06
H 3.205 -4.379 2.975 0.15 0.03 0.21
C 3.411 0.625 -2.209 0.88 -0.01 0.10
C 4.236 1.374 -3.240 -0.69 0.28 -0.54
O 3.831 2.755 -3.162 0.53 -0.09 0.12
H 3.854 0.730 -1.217 -0.09 0.34 0.00
H 3.443 -0.452 -2.381 -0.36 0.02 -0.24
H 2.407 1.046 -2.211 -0.09 -0.30 0.00
H 3.986 1.064 -4.265 0.07 -0.40 0.19
H 5.316 1.252 -3.117 -0.09 0.05 0.23
H 4.390 3.239 -3.779 -0.11 0.14 0.10
C -2.950 0.586 -0.840 -0.46 -0.68 -0.76
C -3.307 1.777 -1.713 -0.84 -0.34 0.58
O -4.500 2.361 -1.168 -0.46 0.25 0.20
H -3.159 0.785 0.207 0.31 0.10 0.04
H -1.915 0.272 -1.009 -0.15 0.10 0.32
H -3.581 -0.275 -1.081 0.00 0.02 -0.06
H -3.468 1.531 -2.766 0.06 -0.31 -0.02
H -2.523 2.537 -1.710 -1.47 -1.71 0.06
H -5.242 2.345 -1.773 0.12 -0.14 -0.24
C 4.024 -1.334 2.424 0.07 0.58 0.59
C 4.227 -1.063 0.935 -0.02 -0.12 1.46
O 5.410 -0.282 0.759 -0.29 -0.13 -0.41
H 4.009 -0.373 2.953 0.14 -0.18 -0.10
H 4.851 -1.887 2.873 0.04 -0.15 -0.30
H 3.103 -1.853 2.700 0.31 0.21 -0.45
H 3.358 -0.505 0.576 0.00 -0.37 -0.41
H 4.329 -2.035 0.455 0.13 0.31 -0.59
H 5.190 0.582 1.128 0.25 -0.01 0.05
```
Positions in Å, forces in eV/Å.

***

2.
ORCA calculation (ωB97M-V with the def2-TZVPD basis set) on an isolated ion of composition C6H10N and charge +1 at a distorted geometry.

## Properties
Lowest unoccupied orbital energy = -0.1399 Ha
Energy above the lowest of the compared OMol25 structures with the same formula, charge and spin = 51.4 kcal per mole
Kohn-Sham gap = 9.51 eV
Maximum force = 4.13 eV/A
Total charge = +1
SMILES = CC1=CC/C1=C\[NH3+]

```
17
Properties=species:S:1:pos:R:3:forces:R:3
C 0.151 -1.350 0.051 -2.56 0.42 -1.30
C -1.372 -1.299 0.040 -0.27 -0.80 -1.13
C 1.268 0.857 -0.123 -2.56 -3.24 0.08
C 0.112 0.120 -0.079 0.80 1.51 0.73
C -1.496 0.022 0.029 3.07 1.26 -0.49
C -2.453 1.153 -0.036 1.16 -1.92 0.22
N 2.607 0.162 -0.072 1.31 0.46 0.92
H 0.343 -1.601 1.013 1.75 -1.31 2.84
H 0.646 -1.844 -0.727 0.78 -1.25 -0.96
H -2.070 -2.123 -0.075 -0.08 0.25 0.37
H 1.367 1.862 -0.009 0.23 2.69 -0.12
H -2.463 1.594 0.923 0.49 1.44 0.85
H -3.422 0.745 -0.062 -1.45 -0.30 -0.99
H -2.085 1.706 -0.881 -0.68 0.93 -0.11
H 3.053 0.013 -1.047 -0.56 0.54 2.06
H 2.586 -0.756 0.421 -0.40 0.42 -0.70
H 3.227 0.739 0.633 -1.01 -1.12 -2.26
```
Positions in Å, forces in eV/Å.

***

3.
ORCA calculation (ωB97M-V with the def2-TZVPD basis set) on C6H12N2 in the gas phase at a distorted geometry.

## Properties
Lowest unoccupied orbital energy (spin up / spin down) = 0.0428 / -0.0509 Ha
Multiplicity = 3
Energy above the lowest of the compared OMol25 structures with the same formula, charge and spin = 66.3 kcal per mole
Kohn-Sham gap (spin up / spin down) = 6.07 / 7.60 eV
Maximum force = 8.83 eV/A
Total charge = 0

```
20
Properties=species:S:1:pos:R:3:forces:R:3
C -0.567 -0.003 -0.315 1.85 -6.66 -3.82
C -0.939 1.132 -1.259 0.02 -2.18 3.76
C 0.840 0.080 0.077 -0.02 -0.70 -1.21
C -2.328 1.006 -1.837 -0.84 1.66 -0.75
C 1.318 -2.124 1.313 2.79 0.22 1.36
C 1.304 -0.591 1.343 1.31 0.16 1.81
N 0.834 1.586 0.261 -3.13 0.87 0.96
N -0.647 1.672 0.105 1.55 8.69 0.39
H -1.286 -0.602 0.116 -1.45 -0.93 0.98
H -0.219 1.322 -2.027 0.69 0.33 -0.17
H 1.376 -0.141 -0.878 0.58 -0.02 1.09
H -2.652 2.049 -2.158 -0.04 -1.30 0.44
H -3.174 0.450 -1.364 1.04 0.73 0.47
H -2.186 0.453 -2.762 0.10 -0.01 -0.27
H 0.409 -2.584 1.073 -1.25 -0.63 -0.71
H 1.562 -2.407 2.352 -0.30 -0.16 -0.22
H 2.223 -2.562 0.769 -1.51 0.72 0.09
H 2.401 -0.318 1.600 -1.62 -0.01 -0.72
H 0.739 -0.175 2.301 0.64 -0.91 -2.14
H 0.991 1.757 1.290 -0.39 0.12 -1.35
```
Positions in Å, forces in eV/Å.

***

For reference, DFT total energy by record: -59695.8578 -7864.1204 -9388.8453 eV.